The following is a quantum chemistry calculation of 2 unconnected molecules or ions with the total composition C12H17N, from the OMol25 dataset.

Each line ends with the natural charge from an NBO analysis.
Element x y z (Å)
C (3.145, 0.319, -1.076)  -0.63
C (1.668, 0.111, -1.254)  -0.08
C (0.669, 1.022, -1.281)  -0.02
N (-0.605, 0.494, -1.310)  -0.57
C (-0.438, -0.893, -1.264)  0.20
C (-1.344, -1.935, -1.292)  -0.26
C (-0.848, -3.239, -1.095)  -0.22
C (0.513, -3.451, -0.979)  -0.23
C (1.471, -2.437, -1.073)  -0.20
C (0.957, -1.156, -1.228)  -0.11
H (3.507, -0.268, -0.238)  0.22
H (3.290, 1.387, -0.922)  0.22
H (3.667, 0.030, -1.988)  0.22
H (0.818, 2.087, -1.432)  0.20
H (-1.421, 1.037, -1.082)  0.42
H (-2.411, -1.908, -1.482)  0.22
H (-1.511, -4.052, -0.846)  0.21
H (0.827, -4.472, -0.780)  0.20
H (2.518, -2.616, -0.902)  0.21
C (-2.610, 1.792, 1.781)  -0.62
C (-1.235, 1.374, 2.363)  -0.40
C (-0.079, 2.224, 1.823)  -0.60
H (-2.576, 2.664, 1.135)  0.20
H (-3.324, 1.835, 2.603)  0.21
H (-2.988, 0.965, 1.169)  0.20
H (-1.282, 1.369, 3.445)  0.20
H (-1.032, 0.338, 2.069)  0.20
H (-0.005, 3.115, 2.456)  0.20
H (0.878, 1.704, 1.879)  0.21
H (-0.221, 2.561, 0.800)  0.19

The HOMO energy comes out at -7.787 eV. The calculation puts the LUMO energy at 0.945 eV. The total energy comes out at -522.19288 Ha. Its HOMO-LUMO gap is 8.73 eV. As for the multiplicity: 1. The total charge is 0. The relative energy (zero: lowest compared OMol25 entry of this formula, charge and spin) comes out at 71.9 kJ/mol.

The following is a quantum chemistry calculation of 4 unconnected molecules or ions with the total composition C5H14O3, from the OMol25 dataset.

Each line ends with the natural charge from an NBO analysis.
Element x y z (Å)
C (-0.522, -1.172, 0.172)  -0.39
C (0.233, -0.110, -0.125)  -0.22
C (0.218, 1.174, 0.584)  -0.06
C (-0.296, 1.387, 1.815)  -0.36
C (1.125, 2.146, -0.071)  -0.64
H (-1.509, -1.055, 0.608)  0.19
H (-0.229, -2.165, -0.076)  0.20
H (1.071, -0.207, -0.883)  0.21
H (0.076, 2.144, 2.503)  0.21
H (-1.191, 0.839, 2.106)  0.19
H (2.085, 1.733, -0.318)  0.21
H (1.351, 3.031, 0.475)  0.22
H (0.526, 2.499, -0.982)  0.23
O (-2.423, 1.082, -2.539)  -0.93
H (-2.327, 0.179, -2.211)  0.47
H (-1.789, 1.059, -3.267)  0.46
O (1.980, -0.695, 2.650)  -0.95
H (1.157, -1.183, 2.544)  0.48
H (2.199, -0.222, 1.836)  0.47
O (-0.268, -3.255, -1.827)  -0.91
H (-0.244, -3.825, -1.041)  0.46
H (-1.221, -3.383, -1.954)  0.46

The HOMO energy comes out at -8.511 eV. The calculation puts the LUMO energy at 0.381 eV. The total energy comes out at -424.52765 Ha. Its HOMO-LUMO gap is 8.89 eV. As for the multiplicity: 1. The total charge is 0. The relative energy (zero: lowest compared OMol25 entry of this formula, charge and spin) comes out at 206.3 kJ/mol.

The following is a quantum chemistry calculation of a molecular structure, CH2FHg, from the OMol25 dataset.

Each line ends with the Löwdin spin population.
Element x y z (Å)
H (3.713, 0.252, -0.251)  -0.06
Hg (1.743, 0.106, 0.252)  0.02
C (-0.693, -0.518, -0.025)  0.78
F (-1.652, 0.341, -0.083)  0.21
H (-1.192, -1.513, -0.096)  0.06

The HOMO energy (spin up / spin down) comes out at -7.548 / -9.218 eV. The calculation puts the LUMO energy (spin up / spin down) at -0.703 / -0.664 eV. The total energy comes out at -292.39699 Ha. Its HOMO-LUMO gap (spin up / spin down) is 6.84 / 8.55 eV. As for the multiplicity: 2. The total charge is 0.

The following is a quantum chemistry calculation of a molecular structure, C10H14BiN3O4P, from the OMol25 dataset.

Each line ends with the natural charge from an NBO analysis.
Element x y z (Å)
Bi (-0.025, 0.094, -2.636)  1.10
O (-0.028, 3.688, -2.654)  -0.22
C (-0.030, 2.529, -2.714)  0.48
C (-0.027, -2.382, -2.816)  0.50
O (-0.022, -3.500, -2.664)  -0.25
C (2.403, 0.102, -2.818)  0.50
O (3.565, 0.102, -2.697)  -0.24
C (-2.457, 0.092, -2.811)  0.50
O (-3.610, 0.093, -2.696)  -0.23
H (-0.027, 0.479, -4.697)  0.06
H (-0.026, -0.276, -4.681)  0.06
C (1.244, -0.328, 2.663)  -0.10
N (1.186, 0.901, 1.820)  -0.41
C (-0.124, 1.564, 2.005)  -0.09
N (-1.303, 0.686, 1.826)  -0.41
C (-1.148, -0.535, 2.668)  -0.10
N (0.121, -1.277, 2.466)  -0.36
C (0.171, -1.905, 1.123)  -0.52
P (0.057, -0.562, -0.082)  0.77
C (1.428, 0.602, 0.409)  -0.50
C (-1.495, 0.352, 0.416)  -0.50
H (1.197, 0.028, 3.706)  0.26
H (2.177, -0.860, 2.432)  0.23
H (-0.198, 2.390, 1.281)  0.20
H (-0.150, 1.888, 3.050)  0.26
H (-1.977, -1.219, 2.439)  0.23
H (-1.159, -0.177, 3.712)  0.26
H (1.145, -2.416, 0.945)  0.28
H (-0.700, -2.573, 0.948)  0.28
H (1.453, 1.508, -0.243)  0.22
H (2.359, 0.034, 0.262)  0.26
H (-2.318, -0.364, 0.271)  0.26
H (-1.680, 1.242, -0.232)  0.22

The HOMO energy comes out at -18.650 eV. The calculation puts the LUMO energy at -13.012 eV. The total energy comes out at -1409.24345 Ha. Its HOMO-LUMO gap is 5.64 eV. As for the multiplicity: 1. The total charge is +3.

The following is a quantum chemistry calculation of C5H10N2O in the gas phase, from the OMol25 dataset.

Each line ends with the natural charge from an NBO analysis.
Element x y z (Å)
C (-1.848, 1.320, 2.273)  -0.29
O (-0.703, 1.641, 1.412)  -0.48
C (-0.484, 0.624, 0.644)  0.67
N (-1.014, -0.567, 0.687)  -0.57
C (-0.103, -1.307, -0.395)  -0.24
C (0.512, -0.298, -1.281)  -0.09
C (1.958, -0.822, -1.561)  -0.62
N (0.528, 0.781, -0.329)  -0.63
H (-2.019, 2.221, 2.988)  0.20
H (-2.846, 1.188, 1.651)  0.21
H (-1.559, 0.354, 2.799)  0.23
H (0.784, -1.797, 0.053)  0.19
H (-0.677, -2.180, -0.897)  0.21
H (0.092, -0.155, -2.294)  0.19
H (2.663, -0.877, -0.631)  0.23
H (2.219, 0.004, -2.275)  0.20
H (1.895, -1.800, -2.127)  0.21
H (0.603, 1.671, -0.716)  0.38

The HOMO energy comes out at -8.704 eV. The calculation puts the LUMO energy at 0.959 eV. The total energy comes out at -381.20256 Ha. Its HOMO-LUMO gap is 9.66 eV. As for the multiplicity: 1. The total charge is 0. The relative energy (zero: lowest compared OMol25 entry of this formula, charge and spin) comes out at 217.6 kJ/mol.

The following is a quantum chemistry calculation of C5H8O in the gas phase, from the OMol25 dataset.

Each line ends with the natural charge from an NBO analysis.
Element x y z (Å)
C (2.324, 0.504, -0.268)  -0.70
C (1.377, -0.529, 0.108)  0.07
C (0.325, -1.119, 0.153)  -0.09
C (-0.976, -0.856, -0.501)  -0.47
C (-1.839, 0.118, 0.335)  -0.05
O (-1.118, 0.932, 1.232)  -0.71
H (1.788, 1.456, -0.156)  0.25
H (3.215, 0.513, 0.351)  0.24
H (2.597, 0.387, -1.324)  0.24
H (-0.663, -0.362, -1.427)  0.21
H (-1.529, -1.752, -0.779)  0.22
H (-2.325, 0.814, -0.354)  0.18
H (-2.614, -0.455, 0.859)  0.16
H (-0.563, 0.349, 1.770)  0.47

The HOMO energy comes out at -9.434 eV. The calculation puts the LUMO energy at 0.987 eV. The total energy comes out at -270.44388 Ha. Its HOMO-LUMO gap is 10.42 eV. As for the multiplicity: 1. The total charge is 0. The relative energy (zero: lowest compared OMol25 entry of this formula, charge and spin) comes out at 299.4 kJ/mol.

The following is a quantum chemistry calculation of C3H5Cl2F in the gas phase, from the OMol25 dataset.

Each line ends with the natural charge from an NBO analysis.
Element x y z (Å)
F (0.977, 1.460, -0.204)  -0.36
C (0.210, 0.316, -0.448)  0.17
C (0.939, -0.758, 0.182)  -0.43
Cl (2.625, -0.794, -0.233)  -0.01
C (-1.175, 0.482, 0.131)  -0.43
Cl (-2.276, -0.805, -0.275)  -0.01
H (0.001, 0.293, -1.530)  0.18
H (0.422, -1.695, 0.053)  0.23
H (0.876, -0.565, 1.244)  0.22
H (-1.169, 0.584, 1.248)  0.22
H (-1.432, 1.482, -0.168)  0.23

The HOMO energy comes out at -10.852 eV. The calculation puts the LUMO energy at 0.875 eV. The total energy comes out at -1137.54564 Ha. Its HOMO-LUMO gap is 11.73 eV. As for the multiplicity: 1. The total charge is 0. The relative energy (zero: lowest compared OMol25 entry of this formula, charge and spin) comes out at 28.7 kJ/mol.

The following is a quantum chemistry calculation of 2 unconnected molecules or ions with the total composition C24H28N3O, from the OMol25 dataset.

Each line ends with the natural charge from an NBO analysis.
Element x y z (Å)
C (6.922, -2.175, -1.146)  -0.21
C (6.049, -2.809, -2.034)  -0.19
C (5.197, -2.067, -2.857)  -0.29
C (5.290, -0.673, -2.812)  0.35
O (4.431, 0.121, -3.588)  -0.52
C (3.071, 0.119, -3.269)  0.42
C (2.573, 1.190, -2.510)  -0.27
C (1.271, 1.149, -2.073)  -0.06
C (0.372, 0.088, -2.425)  -0.19
C (-0.926, 0.148, -1.871)  0.15
C (-2.026, -0.733, -2.000)  -0.21
C (-3.313, -0.240, -1.600)  -0.08
C (-4.437, -1.056, -1.653)  -0.23
C (-4.347, -2.362, -2.162)  -0.10
C (-3.101, -2.844, -2.600)  -0.24
C (-1.944, -2.079, -2.465)  -0.05
C (0.885, -0.890, -3.334)  -0.10
C (2.232, -0.938, -3.654)  -0.22
C (6.179, -0.013, -1.957)  -0.28
C (6.976, -0.779, -1.106)  -0.18
H (7.558, -2.763, -0.482)  0.23
H (6.008, -3.900, -2.086)  0.23
H (4.477, -2.544, -3.525)  0.22
H (3.239, 2.017, -2.251)  0.26
H (0.882, 1.967, -1.459)  0.24
H (-1.125, 1.060, -1.312)  0.23
H (-3.390, 0.806, -1.281)  0.23
H (-5.397, -0.671, -1.298)  0.24
H (-5.234, -2.999, -2.198)  0.24
H (-3.041, -3.841, -3.043)  0.24
H (-0.972, -2.516, -2.713)  0.21
H (0.213, -1.605, -3.821)  0.23
H (2.658, -1.771, -4.222)  0.24
H (6.200, 1.078, -1.963)  0.23
H (7.639, -0.263, -0.411)  0.23
C (-4.427, 1.344, 3.474)  -0.40
N (-3.220, 1.876, 2.881)  -0.45
C (-3.368, 2.703, 1.699)  -0.42
C (-1.927, 1.809, 3.344)  0.62
N (-1.043, 2.275, 2.502)  -0.86
N (-1.659, 1.298, 4.594)  -0.46
C (-2.429, 0.220, 5.176)  -0.40
C (-0.407, 1.612, 5.254)  -0.40
H (-4.519, 1.580, 4.542)  0.20
H (-5.279, 1.799, 2.957)  0.21
H (-4.492, 0.253, 3.346)  0.19
H (-2.389, 3.184, 1.576)  0.28
H (-3.554, 2.101, 0.795)  0.15
H (-4.163, 3.454, 1.831)  0.19
H (-0.107, 2.377, 2.887)  0.34
H (-2.804, -0.457, 4.401)  0.20
H (-1.778, -0.353, 5.846)  0.21
H (-3.273, 0.595, 5.772)  0.19
H (-0.032, 2.564, 4.875)  0.21
H (-0.562, 1.710, 6.335)  0.21
H (0.363, 0.840, 5.094)  0.18

The HOMO energy comes out at -10.187 eV. The calculation puts the LUMO energy at -5.642 eV. The total energy comes out at -1170.51166 Ha. Its HOMO-LUMO gap is 4.54 eV. As for the multiplicity: 1. The total charge is +1. The relative energy (zero: lowest compared OMol25 entry of this formula, charge and spin) comes out at 271.2 kJ/mol.